{
  "formula": "C5H11NOS",
  "method": "wB97M-V/def2-TZVPD",
  "elements": ["S", "O", "N", "C", "C", "C", "C", "C", "H", "H", "H", "H", "H", "H", "H", "H", "H", "H", "H"],
  "coordinates": [[1.4902, 2.9704, -0.7519], [-3.4649, -1.9817, 0.8546], [-0.0963, -1.3556, -0.4763], [1.7196, 1.1866, -0.6282], [-2.1370, -2.1612, 0.6817], [-1.4213, -0.8462, 0.0532], [1.3355, 0.4287, 0.6465], [1.0406, -1.0539, 0.4736], [-1.1952, -0.1421, 0.8584], [-2.2477, -0.5683, -0.5925], [2.7845, 0.9537, -0.7981], [2.0578, 0.6731, 1.3983], [-1.7490, -2.4617, 1.6815], [0.8017, -1.5960, 1.4475], [0.4793, 0.8046, 1.2316], [1.2653, 0.6476, -1.4849], [1.8564, -1.6104, -0.0707], [0.0922, -0.7806, -1.2852], [-1.9466, -3.0177, -0.0189]],
  "forces_ev_per_a": [[-0.076, 0.287, 0.196], [-0.742, 0.310, -0.121], [-0.629, 1.509, 0.278], [0.272, -1.103, -0.679], [-1.183, 0.615, 0.114], [0.687, -3.527, 2.039], [-0.999, 0.448, 0.825], [-0.210, -1.651, -0.978], [-0.677, 0.248, -0.265], [0.625, 0.552, -0.728], [0.004, 0.089, 0.195], [1.226, -0.444, 0.469], [1.092, 0.110, -0.077], [0.406, 0.765, -1.127], [-0.294, 0.476, -1.014], [-0.189, 0.517, 0.245], [-0.126, 0.554, 0.964], [0.263, -0.071, -0.305], [0.550, 0.317, -0.029]],
  "lowdin_charge": [0.006, -0.449, -0.105, -0.845, -0.560, -0.188, -0.329, -0.259, 0.075, 0.086, 0.024, 0.073, 0.054, 0.114, 0.079, 0.023, 0.099, 0.044, 0.057],
  "e_tot_ev": -19732.965,
  "lumo_ev": 5.93,
  "de_lowest_kj_mol": 97.3,
  "orbital_gap_ha": 0.202,
  "homo_ha": 0.016,
  "total_charge": -2
}

***

{
  "formula": "C5H11NOS",
  "method": "wB97M-V/def2-TZVPD",
  "elements": ["S", "O", "N", "C", "C", "C", "C", "C", "H", "H", "H", "H", "H", "H", "H", "H", "H", "H", "H"],
  "coordinates": [[1.5363, 3.4476, -1.1231], [-3.7742, -1.2752, 1.2177], [-0.3478, -0.8100, -0.1451], [1.9098, 1.6956, -1.1373], [-2.7672, -1.2579, 0.4048], [1.1255, -0.5587, -0.0380], [-1.3116, -0.7726, 0.9921], [1.3983, 0.9408, 0.0782], [-1.3589, 0.1964, 1.4636], [1.4831, 1.1672, -2.0609], [-2.4454, -2.3217, 0.0094], [-0.7747, -1.3675, 1.8582], [-2.7814, -0.7581, -0.5303], [0.3336, 1.5106, 0.3121], [1.5692, -1.0169, -0.8669], [1.6914, -1.0067, 0.8694], [-0.7184, -0.4694, -1.0656], [2.2339, 0.9433, 0.8144], [2.9988, 1.7134, -1.0528]],
  "forces_ev_per_a": [[-0.356, 0.940, -0.177], [-1.286, 0.557, 0.627], [0.474, -0.879, -0.528], [-0.180, -0.720, -0.737], [3.159, -2.785, 1.539], [-1.922, 0.740, 2.173], [1.544, -0.979, -0.178], [-1.327, 1.073, 0.588], [-0.454, 0.947, -0.045], [0.907, 0.678, 0.833], [-0.242, 0.530, 0.317], [-1.396, 0.241, -1.559], [-0.574, 1.582, -1.548], [2.915, -1.481, 0.326], [0.836, -0.525, -1.629], [-1.701, -0.014, -1.070], [0.478, -0.289, 1.596], [-0.987, 1.165, 0.287], [0.112, -0.780, -0.818]],
  "lowdin_charge": [0.021, -0.356, -0.140, -0.876, -0.598, -0.278, -0.230, -0.350, 0.056, 0.056, 0.070, 0.110, 0.035, 0.123, 0.059, 0.109, 0.109, 0.080, 0.000],
  "e_tot_ev": -19732.265,
  "lumo_ev": 5.97,
  "de_lowest_kj_mol": 164.8,
  "orbital_gap_ha": 0.218,
  "homo_ha": 0.001,
  "total_charge": -2
}

***

Repeat the second record exactly.
{
  "formula": "C5H11NOS",
  "method": "wB97M-V/def2-TZVPD",
  "elements": ["S", "O", "N", "C", "C", "C", "C", "C", "H", "H", "H", "H", "H", "H", "H", "H", "H", "H", "H"],
  "coordinates": [[1.5363, 3.4476, -1.1231], [-3.7742, -1.2752, 1.2177], [-0.3478, -0.8100, -0.1451], [1.9098, 1.6956, -1.1373], [-2.7672, -1.2579, 0.4048], [1.1255, -0.5587, -0.0380], [-1.3116, -0.7726, 0.9921], [1.3983, 0.9408, 0.0782], [-1.3589, 0.1964, 1.4636], [1.4831, 1.1672, -2.0609], [-2.4454, -2.3217, 0.0094], [-0.7747, -1.3675, 1.8582], [-2.7814, -0.7581, -0.5303], [0.3336, 1.5106, 0.3121], [1.5692, -1.0169, -0.8669], [1.6914, -1.0067, 0.8694], [-0.7184, -0.4694, -1.0656], [2.2339, 0.9433, 0.8144], [2.9988, 1.7134, -1.0528]],
  "forces_ev_per_a": [[-0.356, 0.940, -0.177], [-1.286, 0.557, 0.627], [0.474, -0.879, -0.528], [-0.180, -0.720, -0.737], [3.159, -2.785, 1.539], [-1.922, 0.740, 2.173], [1.544, -0.979, -0.178], [-1.327, 1.073, 0.588], [-0.454, 0.947, -0.045], [0.907, 0.678, 0.833], [-0.242, 0.530, 0.317], [-1.396, 0.241, -1.559], [-0.574, 1.582, -1.548], [2.915, -1.481, 0.326], [0.836, -0.525, -1.629], [-1.701, -0.014, -1.070], [0.478, -0.289, 1.596], [-0.987, 1.165, 0.287], [0.112, -0.780, -0.818]],
  "lowdin_charge": [0.021, -0.356, -0.140, -0.876, -0.598, -0.278, -0.230, -0.350, 0.056, 0.056, 0.070, 0.110, 0.035, 0.123, 0.059, 0.109, 0.109, 0.080, 0.000],
  "e_tot_ev": -19732.265,
  "lumo_ev": 5.97,
  "de_lowest_kj_mol": 164.8,
  "orbital_gap_ha": 0.218,
  "homo_ha": 0.001,
  "total_charge": -2
}